Density functional theory data (ωB97M-V/def2-TZVPD) for 3 unconnected molecules or ions with the total composition C24H48BBrCl2N3O9.

XYZ file:
```
88
Properties=species:S:1:pos:R:3:forces:R:3:lowdin_charge:R:1
Br 2.1486 2.0376 5.5056 0.20 -0.01 0.07 0.69
Cl 7.3405 5.8580 0.4034 0.11 -0.05 -0.09 0.59
Cl 1.5141 0.2571 0.2271 -0.12 -0.07 -0.14 0.93
O -4.2540 0.3128 0.3168 -0.01 -0.11 0.13 -0.18
O -6.4201 -1.8832 -0.0003 0.04 0.03 0.01 -0.12
O -2.3930 -3.5179 -1.9485 0.00 -0.01 0.00 -0.13
O 3.3349 2.1120 -1.1512 0.19 0.00 0.11 0.19
O 4.2619 0.1014 -2.1332 -0.09 0.40 0.11 0.20
O -7.8216 0.8132 0.5251 0.02 -0.09 -0.14 -0.20
O 2.5212 1.3349 -3.2257 -0.31 -0.10 0.64 0.24
O -1.7281 -4.2585 -4.8672 0.07 -0.06 0.16 -0.20
O -0.7548 -1.1824 -3.1104 -0.03 0.06 0.01 -0.18
N 4.8675 2.2239 0.5308 0.27 0.00 0.12 0.01
N 5.3655 1.9298 1.7344 -0.33 -0.01 -0.23 0.21
N 7.0077 1.3980 5.5438 0.02 -0.22 -0.43 0.00
C -3.1013 -3.2733 -3.1578 -0.13 0.03 0.09 -0.18
C -0.9968 -3.2998 -1.9691 0.00 0.00 0.09 -0.18
C -4.3464 -0.7351 -0.6363 0.03 0.16 -0.01 -0.20
C -6.8298 -1.2699 1.2135 -0.03 -0.09 0.04 -0.18
C 1.3953 0.1260 3.5066 0.00 -0.19 0.11 -0.28
C 2.7185 -0.4715 2.9525 -0.36 0.00 -0.34 -0.14
C -5.7909 -1.0477 -0.9555 -0.03 -0.05 -0.07 -0.18
C 3.4639 0.4963 2.0876 0.06 0.04 0.02 -0.12
C -8.0976 -0.4566 1.0890 0.05 0.17 0.04 -0.21
C -8.9905 1.4546 0.0650 0.05 0.04 0.04 -0.11
C -1.4141 -5.4287 -5.5909 0.00 0.06 -0.04 -0.11
C 5.0211 4.5843 -0.2223 -0.04 -0.33 0.13 -0.24
C 2.9729 0.8606 0.8569 0.48 0.05 0.24 -0.46
C 5.6603 3.1950 -0.2430 0.32 0.53 -0.10 -0.10
C 5.9780 5.6484 -0.7269 -0.33 0.17 0.04 -0.57
C -2.9620 -4.3760 -4.1799 0.11 0.09 -0.15 -0.20
C 1.4235 0.3089 5.0177 -0.33 -0.18 -0.23 -0.59
C -2.9705 0.4029 0.8756 -0.07 0.07 -0.04 -0.12
C -0.8523 0.2180 -2.9724 -0.07 -0.09 -0.08 -0.10
C 6.2639 1.8693 4.3554 0.08 -0.49 0.64 -0.26
C 3.7338 1.7373 0.0600 -0.30 -0.05 -0.35 -0.25
C 4.7017 1.0887 2.4857 -0.01 0.09 0.49 -0.15
C 5.3176 0.7809 3.8308 0.38 0.35 -0.35 -0.14
C -0.6271 -1.8358 -1.8620 0.06 0.03 -0.09 -0.22
B 3.3783 1.1601 -2.2040 -0.02 -0.39 -0.44 -0.80
H 6.9792 2.1658 3.5946 -0.14 0.20 -0.10 0.10
H 5.8219 2.8259 -1.2549 -0.19 -0.06 -0.02 0.14
H -0.5255 -3.7583 -2.8416 -0.02 0.10 -0.06 0.13
H -1.7495 0.4951 -2.4066 0.05 0.04 0.02 0.08
H -2.7054 -0.5178 1.4121 0.05 -0.02 -0.04 0.09
H 1.1681 1.0718 3.0169 -0.04 0.05 0.06 0.09
H -1.3019 -6.2884 -4.9206 -0.04 -0.02 -0.02 0.09
H -3.8522 -1.6394 -0.2592 0.00 -0.03 -0.05 0.13
H -6.0275 -0.6662 1.6437 -0.03 0.09 -0.04 0.12
H 3.3345 -0.8488 3.7614 0.10 0.07 0.00 0.11
H 5.6497 2.7170 4.6644 0.09 0.20 -0.28 0.11
H 7.9912 1.3131 5.3155 -0.01 0.12 0.10 0.07
H -2.2121 0.5954 0.1023 0.03 -0.01 0.03 0.07
H -5.8043 -1.6204 -1.8854 -0.01 0.00 0.00 0.12
H 2.0143 -0.4718 5.4909 0.09 0.14 0.12 0.07
H 2.3206 0.4946 -3.6605 0.22 0.21 -0.38 0.14
H -1.2844 -1.3584 -1.1217 0.03 -0.04 0.03 0.11
H -9.7078 1.6071 0.8793 -0.03 -0.01 -0.02 0.09
H 0.5640 -0.5373 3.2603 0.09 -0.11 0.02 0.11
H -4.1500 -3.2210 -2.8586 0.00 -0.03 0.00 0.12
H 5.8900 -0.1461 3.7186 -0.16 -0.12 0.10 0.14
H -0.6164 -3.8005 -1.0752 0.00 -0.01 -0.01 0.13
H -3.7864 -4.3011 -4.9021 -0.04 -0.07 0.04 0.13
H 6.7247 0.4590 5.8030 -0.12 0.13 0.15 0.06
H 6.6295 3.2590 0.2459 -0.06 -0.21 0.12 0.11
H -8.5350 -0.3191 2.0878 -0.06 -0.07 -0.01 0.13
H -2.1861 -5.6543 -6.3347 0.00 -0.03 0.01 0.09
H 4.5260 0.6512 4.5660 0.02 -0.20 0.00 0.07
H 0.4166 -1.7534 -1.5172 -0.02 -0.01 0.05 0.10
H 4.7608 4.8037 0.8159 -0.04 0.11 -0.03 0.12
H -2.9724 1.2336 1.5797 -0.01 0.01 -0.01 0.09
H 2.4736 -1.3316 2.3234 0.03 0.01 0.01 0.12
H -9.4707 0.8739 -0.7308 -0.04 -0.01 0.03 0.09
H 5.1885 0.3554 -2.2137 0.01 -0.26 0.12 0.13
H -8.8163 -1.0013 0.4644 0.00 -0.03 0.02 0.13
H -2.8241 -2.3080 -3.5867 0.07 -0.05 -0.09 0.12
H 5.4593 6.6025 -0.7733 0.05 0.01 -0.01 0.08
H -8.6982 2.4236 -0.3342 0.01 0.00 0.02 0.09
H 6.3655 5.4289 -1.7196 0.12 -0.06 0.05 0.08
H 4.1015 4.5978 -0.8097 0.04 0.03 -0.06 0.12
H 0.4225 0.2573 5.4358 0.00 0.18 0.01 0.06
H -6.3569 -0.1276 -1.1171 0.06 0.05 0.07 0.13
H -3.8362 -0.4144 -1.5580 0.02 -0.12 -0.02 0.12
H -0.9244 0.6444 -3.9710 0.01 0.00 0.00 0.10
H -7.0327 -2.0988 1.8942 0.01 -0.01 -0.01 0.13
H -3.0231 -5.3479 -3.6753 -0.05 0.00 0.01 0.13
H 0.0279 0.6377 -2.4713 0.01 0.04 0.04 0.06
H -0.4703 -5.2557 -6.1037 -0.01 0.02 -0.01 0.09
```
Forces are in eV/Å.

Calculated values
**E_LUMO**: -4.264 eV
**Charge**: +1
**HOMO**: -10.69 eV
**Kohn-Sham gap**: 6.428 eV


Density functional theory data (ωB97M-V/def2-TZVPD) for a single C5H8O2 molecule.

XYZ file:
```
15
Properties=species:S:1:pos:R:3:forces:R:3:lowdin_charge:R:1
O -1.4992 0.1511 2.2001 0.20 -0.11 0.20 -0.04
O 1.0295 0.3302 0.8292 0.21 0.21 0.09 -0.05
C 0.9228 -0.9877 -1.1043 0.33 -0.39 0.50 -0.05
C -1.4481 0.1064 0.7942 -0.06 -0.09 -0.29 -0.22
C 0.2667 0.5225 -1.1284 -0.29 -1.28 0.10 -0.07
C -0.2269 0.8208 0.2720 -0.29 -0.08 0.00 -0.28
C 1.5696 0.1404 -0.4740 0.59 -0.28 -0.03 -0.28
H -1.4526 -0.9256 0.4140 -0.06 0.06 0.15 0.12
H -0.2268 0.0785 -1.9738 -0.46 1.99 -1.13 0.12
H 2.5916 0.4530 -0.6408 0.02 0.17 0.02 0.14
H -0.6398 -0.1717 2.5067 -0.16 0.06 0.09 0.09
H 0.4535 -1.7817 -0.5456 0.20 -0.07 0.26 0.11
H -2.3472 0.6095 0.4174 0.16 -0.09 0.05 0.13
H -0.2805 1.8870 0.5423 -0.04 -0.19 -0.39 0.16
H 1.2874 -1.2328 -2.1090 -0.35 0.08 0.39 0.12
```
Forces are in eV/Å.

Calculated values
**E_LUMO**: 0.991 eV
**Structure (SMILES)**: OC[C@H]1O[C@H]2C[C@H]21
**HOMO**: -9.10 eV
**Kohn-Sham gap**: 10.087 eV


Density functional theory data (ωB97M-V/def2-TZVPD) for a single C9H8ClNS2 molecule.

XYZ file:
```
21
Properties=species:S:1:pos:R:3:forces:R:3:lowdin_charge:R:1
Cl -0.5836 2.3464 -0.8737 0.64 0.75 0.26 0.64
S 1.4299 2.0539 1.2876 1.19 -1.32 2.31 0.87
S 0.0972 2.9103 3.2664 -0.42 1.37 1.41 0.65
N 1.9317 3.1388 -1.0695 3.67 3.11 -2.48 -0.04
C 0.2828 -1.5818 -1.1839 0.64 1.64 -0.33 -0.08
C 0.5937 -0.4689 -0.3864 2.03 -0.19 0.17 -0.10
C -1.1534 -1.0951 1.0867 0.43 -0.47 1.25 -0.03
C 1.0797 2.5630 -0.2380 -2.99 0.39 -2.52 -1.11
C 0.1442 0.8718 1.6621 -0.14 1.44 2.23 -0.54
C -0.0378 -0.2920 0.7982 -2.43 0.35 0.88 -0.31
C -1.4781 -2.2065 0.3460 1.70 1.36 -0.97 -0.06
C -0.4687 1.3818 2.8394 3.10 -0.92 -4.83 -0.58
C -0.7366 -2.4038 -0.8515 -1.91 -1.97 0.64 -0.09
H -1.5944 -0.8688 2.0546 -0.51 -0.36 -0.25 0.11
H 1.7183 3.2969 -2.0745 -0.34 -0.81 1.26 0.10
H -1.1883 0.9015 3.3777 -1.87 -1.27 1.44 0.03
H 1.4599 0.2189 -0.4802 -0.51 -0.87 -0.96 0.10
H 2.6832 3.9156 -0.8577 -2.14 -2.04 0.43 0.15
H -2.2038 -2.8855 0.6831 -0.98 -0.73 0.15 0.09
H 0.7979 -1.6842 -2.1138 0.33 -0.30 -0.41 0.10
H -1.0293 -3.2853 -1.4660 0.50 0.84 0.32 0.11
```
Forces are in eV/Å.

Calculated values
**2S+1**: 3
**E_LUMO (alpha / beta)**: 0.337 / -1.745 eV
**Expectation value of S²**: 2.008
**HOMO (alpha / beta)**: -5.99 / -7.59 eV
**Kohn-Sham gap (alpha / beta)**: 6.331 / 5.842 eV


Density functional theory data (ωB97M-V/def2-TZVPD) for 4 unconnected molecules or ions with the total composition C28H31BrO17S.

XYZ file:
```
78
Properties=species:S:1:pos:R:3:forces:R:3:lowdin_charge:R:1
Br -10.8839 3.4695 4.3424 -0.08 -0.02 -0.06 0.70
S -5.5683 4.1448 4.5242 -0.02 -0.28 0.25 0.93
O -4.8336 5.4667 5.0467 -0.01 0.11 -0.09 -0.33
O 3.2419 -0.8629 4.2048 0.06 -0.07 0.00 0.08
O 4.0021 -2.8720 -11.7741 -0.02 0.06 -0.02 0.12
O 0.3447 2.2741 5.3768 0.10 0.03 0.02 -0.19
O 3.3416 -1.5256 -0.4413 0.08 0.08 0.07 0.11
O 3.0640 -2.8106 -2.8454 -0.02 0.16 -0.11 0.08
O 0.8377 -3.2210 -8.3143 -0.10 0.02 -0.05 0.10
O 4.7026 -5.2983 -11.2394 0.02 0.02 -0.01 0.10
O 3.6824 -4.0746 0.0393 0.00 0.00 -0.02 0.10
O -0.5613 -5.5073 -5.5518 -0.01 -0.02 -0.02 0.10
O -8.7853 2.9929 6.0606 0.06 -0.05 0.28 0.09
O -7.0409 4.7948 4.8652 0.02 0.05 -0.16 -0.31
O 1.5134 -5.6625 -7.8012 0.06 0.01 -0.07 0.11
O 0.6684 -6.7640 -3.6614 0.02 -0.05 0.05 0.13
O 1.7759 -1.5280 -4.6823 -0.02 0.05 -0.05 0.13
O 3.6454 -3.3647 4.6862 0.01 -0.06 0.02 0.12
O -5.4736 4.0729 3.0847 0.01 0.10 -0.05 -0.38
C -0.5785 3.3790 3.4116 0.14 0.01 0.20 -0.17
C -2.8041 6.5214 5.8246 0.04 -0.01 0.06 -0.16
C 0.4961 -3.4230 -5.2290 -0.05 0.05 0.06 0.06
C -0.1590 4.8409 3.5757 -0.05 -0.03 0.00 -0.19
C -8.1395 4.2916 4.1307 0.03 0.01 0.19 -0.26
C -1.4167 6.4986 5.1599 -0.12 0.03 -0.02 -0.19
C 3.6092 -3.3826 1.0371 0.00 -0.02 0.05 -0.31
C -1.3367 5.8193 3.7774 0.12 0.12 0.01 -0.18
C 1.9460 -4.8675 -3.1103 0.04 -0.02 0.07 0.08
C 3.3435 -3.4631 -10.7932 0.01 -0.03 0.01 -0.23
C -0.8519 2.7042 4.7566 0.00 0.05 0.00 -0.24
C 3.3513 -1.5404 3.1952 -0.02 0.04 -0.03 -0.31
C 3.2757 -1.0338 1.8494 -0.01 0.08 0.00 0.07
C 2.2229 -3.4887 -3.4164 0.04 -0.16 0.11 -0.28
C 1.4401 -2.7938 -4.5121 0.01 -0.02 0.00 -0.22
C -9.0691 3.5336 5.0594 0.07 0.02 -0.27 -0.78
C 0.2357 -4.8125 -4.9426 0.04 0.06 -0.04 -0.31
C 3.1693 -5.6394 -9.4726 0.08 -0.06 -0.02 0.07
C 1.0067 -5.5009 -3.8309 -0.02 0.04 -0.02 -0.22
C 3.5819 -3.0226 3.4102 -0.01 0.01 0.00 -0.23
C 0.7787 1.0020 4.9323 -0.16 0.21 -0.05 -0.11
C 3.8073 -4.8829 -10.5261 -0.04 -0.06 0.06 -0.31
C 3.7009 -3.8851 2.3914 0.01 -0.05 -0.03 0.07
C -3.5968 5.2202 5.7769 0.00 -0.07 -0.02 -0.22
C 3.4009 -1.8914 0.8211 0.00 -0.07 0.06 -0.23
C 2.3602 -2.8833 -10.0890 -0.04 0.08 0.04 0.07
C 1.7256 -3.6397 -9.0353 0.07 0.04 -0.04 -0.30
C 2.1820 -5.0618 -8.7732 -0.09 -0.05 0.02 -0.22
H 3.8602 -4.9440 2.5371 0.00 0.00 0.01 0.13
H 0.5294 4.8974 4.4241 0.04 0.05 -0.04 0.11
H 3.1224 0.0265 1.7053 0.00 -0.01 -0.02 0.13
H -1.5484 1.8639 4.6496 -0.01 -0.02 0.02 0.12
H -3.4193 7.3021 5.3777 -0.06 -0.05 -0.09 0.12
H -3.8563 4.8678 6.7744 -0.05 0.01 0.02 0.12
H -7.8272 3.5948 3.3466 -0.05 0.05 -0.08 0.12
H 0.6317 0.8873 3.8527 0.06 -0.05 0.01 0.08
H -0.0204 -6.9546 -4.3306 0.00 0.03 -0.03 0.12
H 0.4130 5.1470 2.6991 0.01 -0.01 -0.02 0.10
H -1.1204 7.5419 5.0427 0.13 0.01 0.14 0.11
H -0.6884 6.0626 5.8476 -0.05 -0.16 -0.04 0.11
H -1.2865 3.4227 5.4548 -0.09 -0.05 -0.01 0.11
H 0.8215 -5.0328 -7.5092 0.00 -0.04 0.00 0.09
H -2.2759 5.3115 3.5458 0.00 -0.02 -0.02 0.10
H -8.6691 5.1173 3.6643 -0.02 0.04 0.00 0.12
H 2.4810 -1.3390 -4.0314 0.01 -0.03 0.02 0.12
H 4.6484 -3.5317 -12.0996 0.00 -0.03 0.02 0.12
H -3.0490 4.4270 5.2690 0.03 0.02 0.02 0.08
H -2.6835 6.7998 6.8722 0.04 0.11 -0.01 0.11
H 1.8387 0.9139 5.1432 0.00 -0.05 0.07 0.07
H 2.5073 -5.3442 -2.3187 -0.01 0.00 0.00 0.13
H -0.0632 -2.9348 -6.0137 0.03 -0.01 0.00 0.13
H -1.2417 6.6054 3.0280 -0.14 0.01 -0.05 0.11
H 3.5013 -6.6514 -9.2894 -0.02 0.00 0.01 0.14
H 0.2200 0.2117 5.4451 0.04 -0.06 -0.02 0.09
H 2.0290 -1.8705 -10.2690 0.01 0.00 -0.02 0.14
H 3.5195 -2.5353 5.1912 0.00 0.03 -0.02 0.12
H -1.4514 3.3006 2.7587 0.01 0.01 -0.03 0.12
H 0.2411 2.8287 2.9436 -0.10 -0.07 -0.13 0.10
H 3.4814 -2.3140 -1.0092 -0.10 -0.06 -0.07 0.08
```
Forces are in eV/Å.

Calculated values
**E_LUMO**: -1.768 eV
**HOMO**: -9.66 eV
**Kohn-Sham gap**: 7.891 eV


Q: Number 4 is which compound?
A: C28H31BrO17S